ORCA calculation (the ωB97M-V functional and the def2-TZVPD basis) on a molecular structure, C28H27Cl2F6N3NiO6S2 at a distorted geometry.

The net charge is -2. Its gap between HOMO and LUMO (alpha / beta) is 4.96 / 4.72 eV. The energy is -5523.1755 a.u. The LUMO energy (alpha / beta) comes out at 4.2 / 4.2 eV. The calculation puts the energy above the lowest of the compared OMol25 structures with the same formula, charge and spin at 31.2 kcal/mol. As for the expectation value of S²: 2.015. As for the multiplicity: 3.

```
75
Properties=species:S:1:pos:R:3:forces:R:3:mulliken_charge:R:1
Ni -0.0919 -1.3609 1.2292 0.022 0.903 -1.451 1.15
F -1.9652 -0.5509 5.9864 -0.003 0.064 0.134 -0.23
C -1.5125 -1.5931 5.2751 0.047 0.029 -0.029 0.57
F -2.2958 -2.6414 5.5384 -0.073 -0.019 0.054 -0.24
F -0.2794 -1.8754 5.6945 0.065 -0.043 0.068 -0.21
S -1.5321 -1.1611 3.4819 0.234 -0.513 0.231 1.17
O -0.3973 -0.2723 3.3501 -0.521 -0.345 0.124 -0.53
O -2.8653 -0.6853 3.2993 -0.033 -0.128 0.026 -0.62
N -1.3515 -2.6040 2.7860 0.626 0.525 -0.059 -0.53
S 0.0508 -3.4101 2.7855 -0.455 0.218 0.783 0.85
O 1.2269 -2.5893 2.5497 -0.394 -0.307 -0.161 -0.58
O 0.1303 -4.3411 3.8767 0.113 -0.012 0.026 -0.62
C -0.2015 -4.5647 1.3446 -0.091 0.130 0.250 0.55
F -0.7029 -4.0442 0.2453 0.001 0.124 -0.079 -0.23
F 0.9948 -5.0845 1.0851 0.008 -0.167 -0.082 -0.25
F -1.0292 -5.5405 1.7493 0.088 -0.086 -0.099 -0.26
C 4.6250 0.5897 -0.0179 -0.059 0.028 -0.020 -1.54
C 3.7578 -0.4056 0.7731 -0.101 0.028 -0.100 0.67
C 2.6535 0.3680 1.4921 -0.009 0.031 0.031 -1.70
C 3.3443 -1.5502 -0.1551 0.201 -0.106 0.145 0.14
C 4.3479 -2.4443 -0.4880 0.025 -0.023 0.044 -0.31
C 4.1786 -3.4812 -1.4004 -0.120 0.078 0.041 -1.39
C 2.9508 -3.5399 -2.0530 -0.064 0.014 -0.027 -0.40
C 1.9050 -2.6692 -1.7894 0.012 -0.160 -0.089 -0.02
C 0.6836 -2.7777 -2.7133 0.022 0.059 0.081 0.84
C -0.5637 -1.9670 -2.3528 0.026 0.023 -0.054 -1.57
C 1.0955 -2.3913 -4.1443 -0.028 0.034 0.002 -1.61
C 2.0221 -1.7200 -0.7064 -0.204 0.198 -0.053 0.80
N 0.9754 -1.0185 -0.2880 0.427 -0.259 0.122 -0.36
H 4.9064 1.4485 0.6028 0.007 -0.033 -0.010 0.45
H 4.0599 0.9594 -0.8788 0.002 0.022 0.038 0.29
H 5.5361 0.1216 -0.3973 -0.026 -0.032 -0.011 0.38
H 4.3913 -0.8535 1.5486 0.053 0.023 0.001 0.41
H 1.9695 0.8443 0.7870 0.075 -0.002 0.039 0.23
H 3.1126 1.1442 2.1157 0.003 -0.005 0.013 0.48
H 2.0543 -0.2721 2.1383 0.062 0.021 -0.002 0.20
H 5.3137 -2.3261 0.0024 -0.015 0.011 0.005 0.35
H 4.9662 -4.1972 -1.6013 0.000 0.012 -0.014 0.31
H 2.7970 -4.3008 -2.8174 -0.007 0.014 0.002 0.37
H 0.3949 -3.8375 -2.7364 0.011 -0.035 0.006 0.30
H -0.3744 -0.8927 -2.3903 -0.029 -0.068 0.008 0.27
H -0.9332 -2.1622 -1.3497 0.004 -0.052 -0.018 -0.08
H -1.3594 -2.2054 -3.0699 0.014 0.002 -0.014 0.51
H 1.3832 -1.3361 -4.1626 -0.003 -0.021 -0.012 0.33
H 0.2578 -2.5272 -4.8383 0.020 0.008 0.017 0.44
H 1.9435 -2.9768 -4.5050 -0.002 -0.002 0.022 0.42
Cl -3.4378 3.2251 -4.0503 0.101 0.019 0.109 -0.31
C -1.8513 3.3970 -3.3139 -0.015 0.015 -0.011 0.72
C -0.7564 3.2916 -4.1451 -0.023 0.001 -0.007 -0.71
C 0.5166 3.3969 -3.6124 -0.029 0.003 0.036 -0.50
C 0.6497 3.5971 -2.2504 0.046 0.005 0.005 -0.64
C -0.4571 3.6917 -1.4249 0.125 0.015 0.059 1.13
Cl -0.1211 3.8490 0.2764 0.168 -0.063 -0.119 -0.17
C -1.7619 3.5851 -1.9228 -0.055 0.029 -0.060 -0.72
N -2.9394 3.6616 -1.1992 -0.106 0.066 -0.037 -0.14
C -3.0544 3.6837 0.2229 -0.029 0.137 -0.136 -0.26
C -2.9492 4.9054 0.8789 -0.068 0.074 -0.009 0.02
C -3.0444 4.9835 2.2576 -0.023 -0.075 -0.052 -0.38
C -3.2741 3.8206 2.9851 0.013 -0.012 -0.103 -0.82
C -3.4280 2.6137 2.3201 0.016 -0.038 0.113 -0.64
C -3.3342 2.5189 0.9300 -0.091 -0.144 0.234 0.71
C -3.5061 1.1745 0.2803 -0.138 0.092 -0.049 -1.41
C -2.1486 0.5417 -0.1274 -0.141 -0.169 0.063 0.54
O -1.6039 0.9803 -1.1431 0.040 -0.086 0.086 -0.58
O -1.8020 -0.3815 0.6612 0.306 -0.104 -0.041 -0.72
H -0.9139 3.1124 -5.1999 0.001 -0.001 0.005 0.39
H 1.3906 3.2919 -4.2404 -0.009 0.003 0.001 0.35
H 1.6280 3.6407 -1.7909 -0.013 -0.004 -0.005 0.37
H -3.6513 3.0890 -1.6297 0.022 -0.013 0.009 0.33
H -2.7540 5.7883 0.2818 -0.004 -0.002 0.012 0.39
H -2.9333 5.9378 2.7586 0.003 -0.003 -0.004 0.36
H -3.3359 3.8513 4.0664 0.009 -0.003 -0.006 0.39
H -3.5896 1.6993 2.8809 0.000 0.042 -0.019 0.37
H -4.1220 1.2413 -0.6234 0.007 0.050 0.043 0.27
H -3.9886 0.5074 0.9920 -0.041 -0.013 -0.044 0.47
```
Positions in Å, forces in eV/Å.